Entry 1:
The following is a DFT calculation (ωB97M-V/def2-TZVPD) of a single C4H2N2S molecule.

Geometry as ORCA input:
```
! RIJCOSX wB97M-V def2-TZVPD def2/J DEFGRID3
* xyz 0 1
C 0.0470 -0.0626 -0.7957
C 0.8915 0.9823 -0.8231
C -0.3898 -0.3335 0.5540
C 0.1306 0.5302 1.5803
N -1.1455 -1.3178 0.8494
N -1.7969 -2.1812 1.1463
S 1.1448 1.6320 0.7825
H -0.2792 -0.6617 -1.6299
H 1.3976 1.4124 -1.6638
*
```

The relative energy (zero: lowest compared OMol25 entry of this formula, charge and spin) is 2.751 eV. The HOMO-LUMO gap comes out at 8.422 eV. The LUMO energy comes out at -0.3885 eV. For the HOMO energy, the calculation gives -8.81 eV.

Entry 2:
The following is a DFT calculation (ωB97M-V/def2-TZVPD) of a molecular structure, C4H2N2S2.

Geometry as ORCA input:
```
! RIJCOSX wB97M-V def2-TZVPD def2/J DEFGRID3
* xyz 0 1
C -2.0196 0.0090 0.0000
C 0.0207 0.8762 0.0014
C 1.3504 0.6296 -0.0005
C -0.5916 -0.3878 0.0048
H 2.2217 1.2312 -0.0106
H 2.2782 -1.2966 0.0116
N 1.4414 -0.7454 -0.0043
N 0.2670 -1.3959 -0.0004
S -3.4378 -0.7049 -0.0014
S -1.5303 1.7846 -0.0005
*
```

The relative energy (zero: lowest compared OMol25 entry of this formula, charge and spin) is 0.875 eV. The HOMO-LUMO gap comes out at 8.084 eV. The LUMO energy comes out at -0.7627 eV. For the HOMO energy, the calculation gives -8.85 eV.

Entry 3:
The following is a DFT calculation (ωB97M-V/def2-TZVPD) of a gas-phase ion, C4H2N3S (charge -1).

Geometry as ORCA input:
```
! RIJCOSX wB97M-V def2-TZVPD def2/J DEFGRID3
* xyz -1 1
C -0.3498 1.7689 -1.4548
C -0.3908 -1.3579 0.3935
C -0.1136 0.7966 -0.5488
C 1.2286 -0.1592 1.5688
N -0.3697 2.7480 -2.1022
N 0.5520 -1.1415 1.3152
N -0.6640 -0.3926 -0.5389
S 2.2857 0.7721 2.2996
H -0.8170 -2.3377 0.2961
H -1.3614 -0.6967 -1.2285
*
```

The relative energy (zero: lowest compared OMol25 entry of this formula, charge and spin) is 1.613 eV. The HOMO-LUMO gap (alpha / beta) comes out at 5.832 / 5.831 eV. The LUMO energy (alpha / beta) comes out at 3.5583 / 3.5581 eV. For the HOMO energy (alpha / beta), the calculation gives -2.27 / -2.27 eV.

Entry 4:
The following is a DFT calculation (ωB97M-V/def2-TZVPD) of a single C4H2N4O molecule.

Geometry as ORCA input:
```
! RIJCOSX wB97M-V def2-TZVPD def2/J DEFGRID3
* xyz 0 1
N -1.1929 2.3283 -0.3381
C -0.7857 1.1845 -0.1032
C -0.9176 -0.2899 0.1322
C -2.2891 -0.3449 0.3875
N -3.5229 -0.3839 0.1659
N -0.1332 -1.3996 0.0028
N 1.1608 -1.1146 -0.2250
C 1.8034 0.3271 0.0523
O 1.3258 1.1307 0.7826
H 1.8040 -2.1068 -0.0601
H 2.7472 0.6690 -0.7968
*
```

The SMILES is N#CC(C#N)=NNC=O. The relative energy (zero: lowest compared OMol25 entry of this formula, charge and spin) is 3.683 eV. The HOMO-LUMO gap comes out at 8.224 eV. The LUMO energy comes out at -1.6023 eV. For the HOMO energy, the calculation gives -9.83 eV.

Entry 5:
The following is a DFT calculation (ωB97M-V/def2-TZVPD) of a molecular structure, C4H2NiO2.

Geometry as ORCA input:
```
! RIJCOSX wB97M-V def2-TZVPD def2/J DEFGRID3
* xyz 0 3
H 0.7967 -1.9014 -0.7713
C 0.6442 -1.0368 -0.1177
C -0.5371 -0.7067 0.4395
O 1.8235 -0.4075 0.0511
O 1.7624 0.8171 0.7504
Ni 0.3150 1.8983 0.1703
C -1.3521 0.8027 -0.2668
C -1.5427 0.0133 0.9182
H -1.9098 0.5211 -1.1737
*
```

The relative energy (zero: lowest compared OMol25 entry of this formula, charge and spin) is 3.846 eV. The HOMO-LUMO gap (alpha / beta) comes out at 8.116 / 6.051 eV. The LUMO energy (alpha / beta) comes out at -0.4572 / -2.1744 eV. For the HOMO energy (alpha / beta), the calculation gives -8.57 / -8.23 eV.

Entry 6:
The following is a DFT calculation (ωB97M-V/def2-TZVPD) of 2 unconnected molecules or ions with the total composition C4H2O2.

Geometry as ORCA input:
```
! RIJCOSX wB97M-V def2-TZVPD def2/J DEFGRID3
* xyz 0 1
O 2.5156 -0.4615 1.5947
C 1.4490 -0.1223 1.4699
C 0.9787 -0.9658 -1.5034
C -0.1027 -0.3728 -1.2069
C -1.1680 0.2696 -0.6810
O -1.2191 0.6974 0.5576
H -0.3690 0.4624 0.9960
H -2.0845 0.4930 -1.2268
*
```

The relative energy (zero: lowest compared OMol25 entry of this formula, charge and spin) is 1.998 eV. The HOMO-LUMO gap comes out at 9.083 eV. The LUMO energy comes out at -1.0070 eV. For the HOMO energy, the calculation gives -10.09 eV.

Across the entries above, E_tot takes the values -661.19687 -1059.43181 -716.01680 -447.67594 -1812.02389 -303.93638 Ha, respectively.
Across the entries above, F_max takes the values 0.090 0.015 0.046 0.216 0.062 0.018 hartree/bohr, respectively.